The following is a quantum chemistry calculation of C30H27ClFGdN2O16S as an isolated structure, from the OMol25 dataset.

## Properties
2S+1: 8
HOMO energy (alpha / beta): -3.29 / -3.30 eV
Energy relative to the best compared isomer or geometry (same formula, charge and spin): 98.89 kJ/mol
Frontier orbital gap (alpha / beta): 6.563 / 6.573 eV
Total charge: -2

```
79
Properties=species:S:1:pos:R:3:lowdin_spin:R:1
Gd -12.303 -10.735 13.443 7.082
Cl -12.217 -7.534 13.825 0.000
S -17.792 -10.888 15.052 0.000
F -15.311 -7.668 8.484 0.000
O -18.865 -10.149 14.394 0.000
O -9.393 -11.032 16.260 -0.005
O -13.041 -6.517 13.230 0.000
O -12.692 -10.921 11.170 -0.005
O -14.501 -11.256 13.352 -0.014
O -11.358 -10.342 15.504 -0.015
O -11.244 -7.030 14.731 0.000
O -13.746 -11.888 17.055 0.000
O -8.589 -11.809 11.105 -0.001
O -17.623 -10.910 16.506 0.000
O -11.576 -8.425 12.854 -0.002
O -15.221 -7.938 12.549 0.000
O -13.182 -8.497 14.530 -0.003
O -12.198 -12.810 14.203 -0.018
O -12.446 -14.959 14.872 -0.002
O -10.386 -11.377 12.408 -0.018
N -16.329 -10.338 14.491 0.001
N -10.402 -10.126 7.814 0.000
C -11.733 -9.661 7.888 0.000
C -12.442 -9.825 9.114 0.000
C -16.512 -7.383 12.618 0.000
C -11.661 -8.927 5.427 0.000
C -12.246 -13.742 15.058 0.000
C -10.630 -11.082 16.249 0.000
C -8.497 -11.025 6.447 0.000
C -11.918 -10.552 10.218 0.001
C -9.744 -11.414 11.297 0.000
C -18.224 -14.662 13.675 0.000
C -15.695 -11.304 13.804 -0.001
C -12.517 -11.332 17.800 0.000
C -16.408 -12.588 13.737 -0.001
C -13.246 -13.311 18.824 0.000
C -16.919 -14.828 13.132 0.000
C -12.057 -13.346 16.581 0.000
C -12.365 -9.069 6.786 0.000
C -12.709 -11.884 19.166 0.000
C -17.639 -12.514 14.339 0.000
C -14.238 -8.444 8.178 0.000
C -11.351 -12.101 17.129 0.000
C -13.735 -9.243 9.216 0.000
C -18.584 -13.537 14.378 0.000
C -15.992 -13.803 13.122 0.000
C -9.815 -10.561 8.965 0.000
C -10.581 -10.005 5.360 0.000
C -10.493 -10.844 10.141 0.000
C -13.429 -13.321 17.299 0.000
C -9.590 -9.989 6.553 0.000
C -13.637 -8.455 6.933 0.000
H -12.499 -10.221 17.840 0.000
H -14.243 -13.965 16.950 0.000
H -9.199 -8.977 6.580 0.000
H -8.721 -10.685 8.959 0.000
H -9.989 -9.901 4.415 0.000
H -12.402 -9.069 4.637 0.000
H -16.548 -6.427 13.106 0.000
H -11.865 -11.838 19.862 0.000
H -7.995 -10.877 5.442 0.000
H -12.612 -14.124 19.169 0.000
H -11.574 -14.205 17.089 0.000
H -18.942 -15.437 13.527 0.000
H -10.608 -12.461 17.898 0.000
H -7.713 -10.829 7.183 0.000
H -14.185 -13.513 19.319 0.000
H -14.926 -13.965 12.950 0.000
H -14.875 -8.212 13.421 0.000
H -11.199 -7.915 5.311 0.000
H -17.246 -8.062 13.143 0.000
H -11.003 -11.040 5.302 0.000
H -8.759 -12.083 6.569 0.000
H -14.343 -9.436 10.107 0.000
H -13.518 -11.288 19.673 0.000
H -19.532 -13.469 14.887 0.000
H -16.803 -7.215 11.564 0.000
H -16.700 -15.775 12.608 0.000
H -14.091 -8.011 6.075 0.000
```

The following is a quantum chemistry calculation of C30H27CsI2N4O4PS2 as an isolated structure, from the OMol25 dataset.

## Properties
HOMO energy: -4.80 eV
Energy relative to the best compared isomer or geometry (same formula, charge and spin): 153.19 kJ/mol
Frontier orbital gap: 6.869 eV
Total charge: -1

```
71
Properties=species:S:1:pos:R:3:lowdin_charge:R:1
Cs 2.200 -0.894 1.450 1.389
I 8.488 1.367 -2.553 0.858
I 4.707 1.830 2.099 0.928
S 4.232 -2.123 -2.806 0.509
S 0.243 -1.079 3.649 0.300
P -1.554 -0.599 1.353 1.132
O 0.503 0.213 2.995 -0.642
O 1.030 -1.325 4.831 -0.316
O 0.325 -2.144 2.639 -0.641
O 2.686 1.675 -0.285 -0.077
N 0.279 1.759 -1.514 0.008
N 3.014 1.287 -2.946 0.133
N 4.149 -1.185 -0.204 -0.236
N -0.002 -1.869 -2.313 0.030
C 5.016 1.620 0.026 -0.630
C 6.313 1.532 -0.480 -0.220
C 5.428 1.275 -2.719 -0.230
C -3.000 -2.962 1.033 -0.085
C -4.185 -0.889 4.533 -0.078
C -2.336 1.051 1.059 -0.337
C 5.531 1.067 -4.107 -0.065
C -3.323 -1.080 5.601 -0.078
C 3.907 1.555 -0.786 -0.391
C -1.483 -1.004 4.093 -0.260
C 4.115 1.371 -2.182 -0.177
C -4.091 2.577 0.425 -0.087
C -0.145 0.596 -2.283 -0.249
C -3.695 -0.747 3.248 -0.073
C -3.256 3.655 0.665 -0.097
C 6.505 1.381 -1.825 -0.637
C -3.885 -2.417 -1.528 -0.088
C 4.395 0.950 -4.859 -0.061
C 3.151 1.074 -4.224 -0.143
C -4.204 -3.627 -0.935 -0.099
C -3.741 -3.903 0.342 -0.084
C -1.514 2.145 1.333 -0.112
C 0.582 -0.652 -1.767 -0.317
C -3.138 -1.479 -0.840 -0.131
C -2.715 -1.719 0.466 -0.358
C 4.189 -1.601 -1.297 -1.044
C -1.957 -1.144 5.378 -0.047
C -3.632 1.285 0.611 -0.103
C -1.967 3.437 1.126 -0.081
C -2.322 -0.800 3.015 -0.324
H 0.567 -0.626 -0.664 0.004
H -1.234 0.437 -2.233 0.090
H 6.506 0.998 -4.567 0.055
H -4.221 -2.204 -2.533 0.102
H 2.000 1.610 -1.010 0.056
H -4.802 -4.351 -1.469 0.096
H -5.108 2.743 0.090 0.099
H 0.686 -2.615 -2.257 0.064
H -0.047 2.615 -1.951 0.095
H -3.611 4.661 0.493 0.096
H -3.717 -1.177 6.602 0.099
H -1.310 4.275 1.313 0.104
H -0.113 1.711 -0.574 0.054
H -1.251 -1.291 6.179 0.111
H 2.231 1.009 -4.790 0.105
H -2.896 -0.539 -1.318 0.086
H -4.387 -0.603 2.432 0.103
H -0.807 -2.153 -1.761 0.041
H -3.968 -4.856 0.800 0.100
H 0.127 0.755 -3.329 0.102
H 1.617 -0.598 -2.110 0.071
H -5.253 -0.849 4.705 0.100
H 7.148 1.585 0.201 0.079
H 4.449 0.764 -5.921 0.101
H -4.292 0.458 0.396 0.093
H -2.632 -3.185 2.026 0.112
H -0.526 1.966 1.737 0.094
```

The following is a quantum chemistry calculation of C30H27F6NO4RbS as an isolated structure, from the OMol25 dataset.

## Properties
HOMO energy: -4.54 eV
Energy relative to the best compared isomer or geometry (same formula, charge and spin): 107.56 kJ/mol
Frontier orbital gap: 6.481 eV
Total charge: -1

```
70
Properties=species:S:1:pos:R:3:lowdin_charge:R:1
Rb 0.060 0.522 -0.554 1.020
S 1.930 2.470 1.270 0.664
F 2.595 -1.940 -3.538 0.124
F 3.154 -0.443 -4.993 0.115
F 0.411 2.285 -3.368 0.109
F 1.235 -1.433 -5.144 0.140
F 1.743 1.858 -5.024 0.127
F -0.193 0.897 -4.915 0.143
O 5.346 5.321 6.472 0.090
O 7.010 4.667 5.193 0.092
O 0.473 -0.463 -2.613 -0.432
O -1.038 2.553 0.214 -0.224
N -2.910 -0.530 0.579 0.056
C 5.273 3.707 3.157 -0.029
C -4.624 -0.371 -1.087 -0.061
C 2.793 -0.664 2.039 -0.119
C 4.817 4.205 4.379 -0.168
C -3.322 -0.627 -0.687 -0.145
C -1.240 4.366 3.264 -0.040
C 3.005 3.147 2.450 -0.669
C 0.856 1.284 -4.177 -0.544
C -1.679 2.925 5.143 -0.095
C 2.108 -0.911 -4.266 -0.545
C 1.660 -0.716 2.844 -0.110
C 5.819 4.731 5.340 -0.494
C 2.559 3.643 3.692 -0.100
C 4.399 3.200 2.218 -0.115
C -5.129 0.120 1.193 -0.069
C -0.989 3.265 2.461 -0.190
C 0.620 -1.578 2.523 -0.111
C 1.835 -2.326 0.581 -0.105
C 2.879 -1.465 0.909 -0.095
C -0.652 3.411 0.997 -0.537
C -3.804 -0.156 1.494 -0.144
C 1.442 0.131 -3.307 -0.578
C -1.591 4.198 4.602 -0.089
C 0.707 -2.383 1.390 -0.117
C -1.091 1.987 3.006 -0.045
C 3.443 4.157 4.623 -0.048
C 2.610 0.768 -2.484 -0.015
C -5.546 0.008 -0.125 -0.080
C -0.193 4.759 0.507 -0.049
C -1.429 1.815 4.336 -0.077
H -1.162 5.365 2.854 0.109
H -0.266 -1.620 3.148 0.099
H 2.236 1.547 -1.818 0.037
H -1.788 5.066 5.221 0.098
H 3.342 1.203 -3.162 0.088
H 3.757 -1.417 0.276 0.106
H -0.881 1.136 2.368 0.092
H -1.078 5.402 0.403 0.094
H -3.439 -0.062 2.512 0.100
H 1.499 3.606 3.923 0.088
H -2.572 -0.924 -1.414 0.106
H 4.384 5.331 6.446 0.072
H 4.771 2.832 1.269 0.096
H -5.813 0.426 1.975 0.100
H -0.103 -3.059 1.145 0.102
H 3.019 4.507 5.562 0.102
H 3.078 -0.014 -1.885 0.081
H -6.571 0.222 -0.399 0.102
H -1.484 0.815 4.754 0.102
H 1.902 -2.946 -0.304 0.109
H 0.265 4.637 -0.469 0.084
H -1.932 2.794 6.189 0.097
H 0.515 5.226 1.190 0.077
H 6.339 3.736 2.964 0.115
H -4.901 -0.459 -2.130 0.106
H 1.581 -0.059 3.702 0.105
H 3.585 0.035 2.272 0.096
```

The lowest total charge belongs to which entry? C30H27ClFGdN2O16S

Please write out number 2 again, unchanged.
The following is a quantum chemistry calculation of C30H27CsI2N4O4PS2 as an isolated structure, from the OMol25 dataset.

## Properties
HOMO energy: -4.80 eV
Energy relative to the best compared isomer or geometry (same formula, charge and spin): 153.19 kJ/mol
Frontier orbital gap: 6.869 eV
Total charge: -1

```
71
Properties=species:S:1:pos:R:3:lowdin_charge:R:1
Cs 2.200 -0.894 1.450 1.389
I 8.488 1.367 -2.553 0.858
I 4.707 1.830 2.099 0.928
S 4.232 -2.123 -2.806 0.509
S 0.243 -1.079 3.649 0.300
P -1.554 -0.599 1.353 1.132
O 0.503 0.213 2.995 -0.642
O 1.030 -1.325 4.831 -0.316
O 0.325 -2.144 2.639 -0.641
O 2.686 1.675 -0.285 -0.077
N 0.279 1.759 -1.514 0.008
N 3.014 1.287 -2.946 0.133
N 4.149 -1.185 -0.204 -0.236
N -0.002 -1.869 -2.313 0.030
C 5.016 1.620 0.026 -0.630
C 6.313 1.532 -0.480 -0.220
C 5.428 1.275 -2.719 -0.230
C -3.000 -2.962 1.033 -0.085
C -4.185 -0.889 4.533 -0.078
C -2.336 1.051 1.059 -0.337
C 5.531 1.067 -4.107 -0.065
C -3.323 -1.080 5.601 -0.078
C 3.907 1.555 -0.786 -0.391
C -1.483 -1.004 4.093 -0.260
C 4.115 1.371 -2.182 -0.177
C -4.091 2.577 0.425 -0.087
C -0.145 0.596 -2.283 -0.249
C -3.695 -0.747 3.248 -0.073
C -3.256 3.655 0.665 -0.097
C 6.505 1.381 -1.825 -0.637
C -3.885 -2.417 -1.528 -0.088
C 4.395 0.950 -4.859 -0.061
C 3.151 1.074 -4.224 -0.143
C -4.204 -3.627 -0.935 -0.099
C -3.741 -3.903 0.342 -0.084
C -1.514 2.145 1.333 -0.112
C 0.582 -0.652 -1.767 -0.317
C -3.138 -1.479 -0.840 -0.131
C -2.715 -1.719 0.466 -0.358
C 4.189 -1.601 -1.297 -1.044
C -1.957 -1.144 5.378 -0.047
C -3.632 1.285 0.611 -0.103
C -1.967 3.437 1.126 -0.081
C -2.322 -0.800 3.015 -0.324
H 0.567 -0.626 -0.664 0.004
H -1.234 0.437 -2.233 0.090
H 6.506 0.998 -4.567 0.055
H -4.221 -2.204 -2.533 0.102
H 2.000 1.610 -1.010 0.056
H -4.802 -4.351 -1.469 0.096
H -5.108 2.743 0.090 0.099
H 0.686 -2.615 -2.257 0.064
H -0.047 2.615 -1.951 0.095
H -3.611 4.661 0.493 0.096
H -3.717 -1.177 6.602 0.099
H -1.310 4.275 1.313 0.104
H -0.113 1.711 -0.574 0.054
H -1.251 -1.291 6.179 0.111
H 2.231 1.009 -4.790 0.105
H -2.896 -0.539 -1.318 0.086
H -4.387 -0.603 2.432 0.103
H -0.807 -2.153 -1.761 0.041
H -3.968 -4.856 0.800 0.100
H 0.127 0.755 -3.329 0.102
H 1.617 -0.598 -2.110 0.071
H -5.253 -0.849 4.705 0.100
H 7.148 1.585 0.201 0.079
H 4.449 0.764 -5.921 0.101
H -4.292 0.458 0.396 0.093
H -2.632 -3.185 2.026 0.112
H -0.526 1.966 1.737 0.094
```

The lowest total charge belongs to which entry? C30H27ClFGdN2O16S